2 unconnected molecules or ions with the total composition C3H12NO2 in a non-equilibrium geometry, computed with wB97M-V/def2-TZVPD.

Computed properties:
Gap between HOMO and LUMO (eV): 11.52
Molecular weight (g/mol): 94.134
Spin multiplicity: 1
Energy relative to the best compared isomer or geometry (same formula, charge and spin) (kcal per mole): 37.4
Total charge: +1

Bonds (Å) are listed after each position.
Element x y z (Å)
1 O -0.992 1.845 -0.209  C6 1.503, H11 1.078
2 O -0.881 -3.719 -0.134  H9 0.944, H14 0.935
3 N -0.851 -0.805 -0.459  C5 1.495, H8 1.032, H10 1.020, H16 1.053
4 C 1.386 2.197 0.800  C6 1.583, H7 1.081, H13 1.102, H17 1.010
5 C 0.366 -0.185 0.151  N3 1.495, C6 1.574, H15 1.067, H18 1.171
6 C 0.429 1.360 -0.143  O1 1.503, C4 1.583, C5 1.574, H12 1.130
7 H 2.407 1.856 0.696  C4 1.081
8 H -1.617 -0.370 0.081  N3 1.032
9 H -0.881 -4.190 0.684  O2 0.944
10 H -0.963 -1.775 -0.163  N3 1.020
11 H -1.099 2.715 -0.838  O1 1.078
12 H 0.887 1.501 -1.167  C6 1.130
13 H 1.299 3.229 0.426  C4 1.102
14 H -0.982 -4.372 -0.797  O2 0.935
15 H 0.227 -0.379 1.190  C5 1.067
16 H -1.071 -0.378 -1.395  N3 1.053
17 H 1.196 2.232 1.790  C4 1.010
18 H 1.141 -0.761 -0.511  C5 1.171